1.
Molecular formula: C3H4N2O5
Method: DFT, ωB97M-V/def2-TZVPD

Structure (ORCA input):
```
! wB97M-V def2-TZVPD RIJCOSX def2/J DEFGRID3
* xyz 0 1
O 1.0922 -0.7573 -2.4079
H 2.1038 1.3020 -0.6516
C 0.9001 0.2600 0.2448
C 0.3647 -0.4461 -1.5448
H 1.8455 -0.2672 1.7381
H -1.7365 -0.7299 -1.9676
O -0.6062 0.0990 2.1064
C -1.4485 0.0436 -0.1558
N -0.9573 -0.2540 -1.4427
O 1.6281 -0.6486 0.9492
H -1.6130 -0.2451 2.2023
O 1.4992 1.4954 0.0267
N -0.4584 0.3626 0.7400
O -2.6136 -0.2145 0.1630
*
```

Summary:
Kohn-Sham gap: 9.8 eV

2.
Molecular formula: C3H4N2O5
Method: DFT, ωB97M-V/def2-TZVPD

Structure (ORCA input):
```
! wB97M-V def2-TZVPD RIJCOSX def2/J DEFGRID3
* xyz 0 1
C 1.1145 -0.2466 -0.8823
C 0.2461 0.6374 1.5398
H 1.8865 0.5875 -0.4901
N -0.7783 -1.2950 0.1702
C 0.0480 -0.1349 0.1775
H -0.4014 0.3154 2.3476
O -1.4975 -1.5263 1.0949
O 1.2217 1.2725 1.7847
H 1.7554 -1.2068 -0.8349
O -0.5214 1.7015 -1.3439
N -1.0650 0.9986 -0.5805
O -0.6972 -1.9649 -0.8219
H 0.8562 -0.0156 -1.9217
O -2.1676 0.8772 -0.2393
*
```

Summary:
Kohn-Sham gap: 10.1 eV
structure (SMILES): CC(C=O)([N+](=O)[O-])[N+](=O)[O-]

The least stable of them is 2.

1.
Molecular formula: C28H40BrCoN4O8S3Si
Method: DFT, ωB97M-V/def2-TZVPD

Structure (ORCA input):
```
! wB97M-V def2-TZVPD RIJCOSX def2/J DEFGRID3
* xyz 0 5
C 1.0692 2.5481 4.5512
C -2.3796 -3.0986 -1.9000
H 1.7495 -4.8418 0.7336
C -3.0570 3.0975 -0.5099
C -0.0048 2.0412 2.6461
C 4.9076 5.0450 -2.7616
S 3.2830 1.7141 -1.2074
C 2.4905 4.4353 -1.5200
O 1.9985 1.3232 -1.8105
C 3.4751 3.4454 -1.6528
O 1.3493 3.7533 0.7059
H 2.9003 0.5522 2.5181
S 0.9476 4.2594 -0.6251
C -3.3819 2.5974 0.7479
C -0.1640 -3.6323 -2.8322
H 0.6340 -4.0409 2.4927
C 2.0791 1.1234 2.9293
H -2.2192 3.7683 -0.6386
C -2.4858 -2.9634 1.4419
H -0.1785 -5.5743 -0.8381
C -0.9604 -2.8451 1.5687
H 3.0221 1.6519 4.7944
C 2.3475 -2.0959 1.0893
H -1.5488 -5.6952 -1.9383
Br -0.5592 -0.4356 -0.7516
H 0.3483 -1.4799 2.6930
C -1.1360 -5.1197 -1.1038
H -2.9218 -2.9820 2.4462
H -1.8163 -5.2411 -0.2608
H -6.5247 1.0584 -2.3938
H 5.8545 5.2692 -3.2344
C -4.4527 1.7339 0.9175
H -2.7869 -3.6937 -2.7246
H -0.7186 -4.1642 -3.6119
C -0.7069 -1.6396 2.4810
Co 0.8997 1.6925 0.0952
O 4.4516 1.0367 -1.6814
H -2.3316 -2.0640 -2.2403
N -0.9786 2.1764 1.7095
C -0.4342 -4.1014 2.2770
H -5.5322 1.9937 -3.3840
H -6.0478 0.6896 -0.0532
H 2.0606 -2.5682 2.0307
H -1.1094 -0.7223 2.0554
C 3.9270 6.0125 -2.6513
H 3.2798 -4.3422 0.0147
H 0.7950 -4.1361 -2.7179
H -4.6886 1.3581 1.9040
H -2.9186 -2.1097 0.9160
N 0.9973 1.2541 2.1768
H -0.9512 -4.2111 3.2358
N -0.0094 2.7047 3.8026
H -2.7981 -3.8767 0.9387
H -1.2167 -1.8120 3.4352
C -4.8889 1.8417 -1.4525
C 2.1925 -4.2886 -0.0973
C -5.2079 1.3622 -0.1779
H 1.0861 3.0940 5.4872
H 5.4205 2.9946 -2.3775
H 0.0181 -2.6174 -3.1902
H 1.9582 6.4550 -1.9086
H 3.5155 -2.2818 -1.2886
H -3.5438 3.0888 -2.5852
C -0.9924 -3.6523 -1.5414
H 2.0409 -1.0481 1.1082
C 2.1465 1.7482 4.1700
H 4.0870 7.0093 -3.0401
O 0.1627 3.1542 -1.2304
S -2.3800 3.0400 2.1099
C -3.8028 2.7145 -1.6023
O 0.3035 5.5350 -0.6566
O 3.0691 1.6229 0.2600
H 2.1232 -2.6017 -2.3114
H 1.9402 -4.8076 -1.0238
O -2.9338 2.4620 3.2957
C 4.6738 3.7680 -2.2699
C 2.7258 5.7043 -2.0262
C 2.4309 -2.1583 -1.3683
C 1.7738 -2.8120 -0.1410
H -3.0888 -3.1556 -1.0794
H 2.2318 -1.0911 -1.4216
H -0.6155 -5.0125 1.7028
Si -0.1309 -2.6454 -0.1584
O -2.0008 4.4154 2.0402
N -5.6022 1.4240 -2.5579
H 3.4401 -2.1101 1.0277
*
```

Summary:
⟨S²⟩: 6.044
Kohn-Sham gap (spin up / spin down): 8.3 / 5.4 eV

2.
Molecular formula: C28H40BrCoN4O8S3Si
Method: DFT, ωB97M-V/def2-TZVPD

Structure (ORCA input):
```
! wB97M-V def2-TZVPD RIJCOSX def2/J DEFGRID3
* xyz 0 5
H 1.0497 1.5134 0.5795
C 0.8680 3.5254 1.3745
C 3.6673 -0.7518 -1.9100
H -3.1370 -0.9762 -3.6151
H -2.0452 9.1734 -1.4603
O -5.1598 3.9054 1.7274
H 2.6782 -4.7725 1.5129
H 3.7892 -3.0667 2.6409
H 5.0434 -2.7925 -0.7180
C 2.1472 -3.7566 -0.3608
O -2.3240 -1.2001 1.2243
H 5.9233 -1.2851 -0.4897
O -4.3383 -2.5515 1.3918
Br 0.4367 -0.8996 -0.6747
H 5.1979 -2.0966 0.8970
C 3.3658 -2.0977 2.9115
C -2.4785 7.1678 -1.2728
H 2.9847 -5.6982 0.0493
H 0.0313 -2.7246 2.1961
H 3.1835 -2.1113 3.9908
H 2.8364 -0.0824 -2.1327
C -2.6127 -4.0431 -1.2778
C 3.7817 -1.0212 -0.4024
H -2.3619 -5.1722 -3.0791
C -2.8573 -2.7847 -0.7368
C 0.4024 2.3017 0.9353
N -3.0512 2.5667 1.2221
H -1.3250 8.1742 -2.6527
N -1.3899 4.1741 1.8136
H 0.2631 -4.3501 0.6398
C 3.0275 -4.6943 0.4837
H -1.6522 5.7812 -2.7026
H 2.4914 -4.8534 -2.1775
C 2.6268 -3.8283 -1.8192
C -2.7762 4.7731 -1.1958
N -1.9741 8.2729 -1.8950
Co -2.3152 0.5372 0.4534
C -3.0290 -1.7511 -1.6132
H -4.3888 6.2685 1.3915
H 3.6825 -3.5794 -1.9374
H 4.8673 0.8232 -0.1863
C -2.2437 5.8871 -1.8015
H -3.4484 8.2791 0.2964
O -5.3131 1.2049 -2.1903
C -2.7344 -3.1060 -3.5021
H 0.8233 -2.6391 3.7663
S -4.1829 3.5308 0.7664
H 4.0762 -4.3902 0.5016
H 3.5316 -1.6580 -2.4983
H 1.3284 -3.8519 2.5999
H -2.6868 -3.2387 -4.5758
H 3.1397 1.0089 0.0848
C 0.9929 -2.8200 2.6996
O -4.5939 0.3452 0.0283
C -1.7470 2.9887 1.3412
O -3.0044 1.4361 -1.3682
H 1.9225 3.7553 1.3853
C 2.0347 -1.8115 2.1938
C -2.5548 -4.1946 -2.6573
H -2.4560 -4.8785 -0.6067
O -2.1142 -3.5760 1.6045
H 0.5234 -0.2451 2.2403
H 2.0392 -3.1732 -2.4668
H 4.5910 -0.2703 -2.2485
H -2.6068 3.7874 -1.6131
C -3.2596 7.2956 -0.1156
C 1.5248 -0.4303 2.6311
C -3.7902 6.1804 0.4954
N -0.8981 2.0296 0.9237
H 2.1775 0.3897 2.3374
C -3.5499 4.9262 -0.0483
O -4.9034 2.7638 -0.4160
H 4.1208 -1.3354 2.7185
H 0.2054 5.4001 2.2048
H 0.0472 -3.6940 -0.9716
C 3.9894 0.3472 0.2634
Si 2.2518 -1.9630 0.2955
C -2.9821 -1.8365 -2.9762
C 5.0504 -1.8570 -0.1578
S -2.9545 -2.5588 1.0276
H 4.1661 0.2825 1.3344
H 0.7225 -5.3092 -0.7668
H 1.4559 -0.4176 3.7237
S -4.4428 1.2660 -1.0774
C -0.0846 4.4288 1.8193
C 0.7077 -4.2959 -0.3503
*
```

Summary:
⟨S²⟩: 6.015
Kohn-Sham gap (spin up / spin down): 8.6 / 8.5 eV

The least stable of them is 2.

1.
Molecular formula: C5H9ClO
Method: DFT, ωB97M-V/def2-TZVPD

Structure (ORCA input):
```
! wB97M-V def2-TZVPD RIJCOSX def2/J DEFGRID3
* xyz 0 1
H 0.9831 1.8447 0.2088
Cl 2.7812 0.1326 0.2911
C -0.0196 0.2595 -0.7432
C -2.4623 -0.4184 -0.4821
H -2.7858 -1.4278 -0.1043
C 2.7767 -1.2612 1.1180
H 1.5636 1.3913 -1.5210
O -1.3926 0.8266 1.1471
H 0.0469 -0.2423 -1.7337
C 1.0633 1.0808 -0.5249
H -2.5164 -0.3984 -1.5644
H -3.2069 0.1845 -0.0882
H 2.2310 -1.3750 2.0223
H 2.7518 -2.1779 0.5207
H -0.6822 1.3864 1.4590
C -1.1318 0.1946 -0.0053
*
```

Summary:
Kohn-Sham gap (spin up / spin down): 7.2 / 7.1 eV

2.
Molecular formula: C5H9ClO
Method: DFT, ωB97M-V/def2-TZVPD

Structure (ORCA input):
```
! wB97M-V def2-TZVPD RIJCOSX def2/J DEFGRID3
* xyz 0 1
H -0.3213 -1.6306 1.3005
H 1.8512 -0.6787 0.9531
Cl 0.1486 2.8641 -0.0580
H -0.4695 0.0008 2.1426
H 0.2711 -0.2454 -2.0518
H -1.7176 -0.4233 0.8975
H -1.4052 -0.5471 -1.5281
H 2.1440 -0.0045 -0.5483
C -0.6221 -0.6376 1.1689
C -0.7709 1.3785 -0.1064
C -0.3768 -0.7356 -1.3627
H 1.9314 1.0220 0.7425
C 1.5397 0.1175 0.2900
C 0.0208 -0.0242 0.0125
O -1.9171 1.3767 -0.3780
H -0.3063 -1.8326 -1.4743
*
```

Summary:
Kohn-Sham gap: 11.2 eV
structure (SMILES): CC(C)(C)C(=O)Cl

The least stable of them is 1.

1.
Molecular formula: C4H7O3Yb
Method: DFT, ωB97M-V/def2-TZVPD

Structure (ORCA input):
```
! wB97M-V def2-TZVPD RIJCOSX def2/J DEFGRID3
* xyz 2 2
C -1.5310 -0.0834 0.3695
H -1.7928 -0.4620 1.3686
H 0.2592 4.4360 -0.4539
C 2.1706 -0.1453 -0.0085
O -0.3113 0.6227 0.5481
H 0.9452 -1.0942 1.5497
O 0.2377 -1.4329 -0.3771
Yb 0.5163 2.5466 -0.3631
H -2.3556 0.5267 -0.0198
H -1.6835 -2.1579 -0.3357
C -1.1690 -1.2208 -0.5706
H 3.0179 -0.8450 -0.0907
H -1.3276 -0.9626 -1.6256
C 0.8449 -0.6811 0.5333
O 2.1789 0.9533 -0.5242
*
```

Summary:
⟨S²⟩: 0.751
Kohn-Sham gap (spin up / spin down): 8.3 / 6.1 eV

2.
Molecular formula: C4H7O3Yb
Method: DFT, ωB97M-V/def2-TZVPD

Structure (ORCA input):
```
! wB97M-V def2-TZVPD RIJCOSX def2/J DEFGRID3
* xyz 2 2
C 1.7623 -0.8806 -0.1329
H -0.2352 3.7060 -0.1776
C -1.7493 -0.8000 0.4056
O -0.1057 -2.3768 0.0237
O 1.8465 0.2664 -0.5258
H -2.1637 -1.1045 1.3745
O -0.4583 -0.2083 0.6482
H -1.3189 -1.7162 -1.5304
H -2.4127 -0.0792 -0.0833
Yb 0.3414 1.8949 -0.0709
H -2.0715 -2.8344 -0.3451
H 2.5320 -1.6341 -0.3668
C -1.3907 -1.9866 -0.4676
C 0.5277 -1.3344 0.6414
H 0.8201 -1.5857 1.6755
*
```

Summary:
⟨S²⟩: 0.759
Kohn-Sham gap (spin up / spin down): 9.1 / 6.9 eV

The least stable of them is 1.

1.
Molecular formula: CH2P2S3
Method: DFT, ωB97M-V/def2-TZVPD

Structure (ORCA input):
```
! wB97M-V def2-TZVPD RIJCOSX def2/J DEFGRID3
* xyz 0 1
H -0.6607 -0.5024 -0.7467
P 1.9335 0.0682 -1.1512
P -0.3778 1.7951 -1.1538
S 3.3163 0.3795 0.1576
S 0.3127 3.3157 -0.1123
S 1.3400 1.4760 -2.5934
C 0.1304 0.1369 -0.3243
H 0.3264 -0.0288 0.6883
*
```

Summary:
Kohn-Sham gap (spin up / spin down): 5.7 / 7.0 eV

2.
Molecular formula: CH2P2S3
Method: DFT, ωB97M-V/def2-TZVPD

Structure (ORCA input):
```
! wB97M-V def2-TZVPD RIJCOSX def2/J DEFGRID3
* xyz 0 1
S 0.1877 -2.7606 0.1250
C -0.8840 0.2308 -0.0852
S 1.8049 0.2005 1.7803
H -1.3092 -0.0722 0.8635
P -0.4624 -1.3384 -1.0821
P 0.9103 0.6905 0.1498
H -1.4476 1.0781 -0.5226
S 1.2003 1.9714 -1.2288
*
```

Summary:
Kohn-Sham gap: 6.8 eV

The least stable of them is 1.

1.
Molecular formula: C2H3FOS
Method: DFT, ωB97M-V/def2-TZVPD

Structure (ORCA input):
```
! wB97M-V def2-TZVPD RIJCOSX def2/J DEFGRID3
* xyz 0 1
H -1.7661 1.2791 -0.4577
H -1.4860 0.6469 1.4772
C 0.2526 0.4031 -0.0617
O 0.5150 1.5874 -0.1473
S 1.1324 -0.8835 0.0384
H 1.4208 2.0682 0.2636
C -1.2128 0.4186 0.1807
F -1.6273 -0.8320 -0.1593
*
```

Summary:
Kohn-Sham gap: 8.8 eV

2.
Molecular formula: C2H3FOS
Method: DFT, ωB97M-V/def2-TZVPD

Structure (ORCA input):
```
! wB97M-V def2-TZVPD RIJCOSX def2/J DEFGRID3
* xyz 0 1
F 1.7568 -0.2768 0.0938
C 1.0147 0.8526 -0.0509
O -1.2935 1.2953 0.0862
H 1.6865 1.3850 -0.9543
H 0.9887 1.4543 0.9794
C -0.4128 0.3403 -0.2360
H -2.0647 0.7925 0.0866
S -0.6053 -1.1663 0.0047
*
```

Summary:
Kohn-Sham gap: 9.2 eV
structure (SMILES): OC(=S)CF

3.
Molecular formula: C2H3FOS
Method: DFT, ωB97M-V/def2-TZVPD

Structure (ORCA input):
```
! wB97M-V def2-TZVPD RIJCOSX def2/J DEFGRID3
* xyz 0 1
H -1.7031 -0.3767 -1.5481
S 0.6756 0.7317 -1.1825
H -0.8240 0.5266 2.1077
C -0.2704 -0.2091 1.2814
H -0.8870 -1.2854 1.5557
C -0.4264 -0.0577 -0.2444
O -1.5966 -0.6366 -0.6477
F 1.0620 -0.4310 1.7515
*
```

Summary:
Kohn-Sham gap: 9.1 eV
structure (SMILES): OC(=S)CF

The least stable of them is 1.